(1)
{"formula": "C8H24O4", "method": "the ωB97M-V functional and the def2-TZVPD basis", "symbols": ["C", "C", "O", "H", "H", "H", "H", "H", "H", "C", "C", "O", "H", "H", "H", "H", "H", "H", "C", "C", "O", "H", "H", "H", "H", "H", "H", "C", "C", "O", "H", "H", "H", "H", "H", "H"], "coordinates": [[8.81, 3.37, -19.87], [9.08, 4.27, -18.66], [9.24, 5.59, -19.10], [9.00, 2.34, -19.57], [9.44, 3.59, -20.73], [7.76, 3.49, -20.13], [9.95, 3.90, -18.13], [8.18, 4.14, -18.06], [9.18, 6.23, -18.38], [6.00, 6.45, -22.87], [6.15, 6.86, -24.33], [7.21, 6.19, -24.91], [6.99, 6.53, -22.42], [5.73, 5.42, -22.65], [5.38, 7.10, -22.25], [6.31, 7.94, -24.29], [5.20, 6.70, -24.85], [8.02, 6.64, -24.67], [8.77, 7.13, -21.10], [8.49, 5.71, -21.47], [9.70, 4.99, -21.25], [8.73, 7.35, -20.03], [7.95, 7.68, -21.56], [9.70, 7.47, -21.54], [8.24, 5.54, -22.52], [7.70, 5.26, -20.86], [9.90, 4.79, -20.33], [9.30, 3.84, -24.01], [10.55, 3.83, -23.16], [10.93, 5.11, -22.69], [9.36, 4.54, -24.85], [8.56, 4.32, -23.37], [8.90, 2.90, -24.38], [11.46, 3.47, -23.65], [10.34, 3.14, -22.34], [10.47, 5.29, -21.87]], "charge": 0, "orbital_gap_ev": 8.629, "multiplicity": 1, "lumo_energy_ev": 0.3}


(2)
{"formula": "C8H24O4", "method": "the ωB97M-V functional and the def2-TZVPD basis", "symbols": ["C", "C", "O", "H", "H", "H", "H", "H", "H", "C", "C", "O", "H", "H", "H", "H", "H", "H", "C", "C", "O", "H", "H", "H", "H", "H", "H", "C", "C", "O", "H", "H", "H", "H", "H", "H"], "coordinates": [[-6.01, 6.03, -11.92], [-6.38, 7.21, -12.84], [-5.20, 7.78, -13.28], [-5.28, 6.33, -11.18], [-5.56, 5.22, -12.49], [-6.91, 5.64, -11.44], [-6.94, 7.95, -12.27], [-7.08, 6.76, -13.55], [-4.67, 7.34, -13.94], [-8.59, 12.19, -14.97], [-9.36, 12.94, -16.10], [-10.74, 12.65, -15.98], [-8.68, 11.10, -15.00], [-8.90, 12.58, -14.00], [-7.50, 12.18, -14.97], [-9.05, 12.65, -17.10], [-9.19, 14.01, -16.14], [-10.85, 11.87, -16.53], [-7.67, 10.66, -12.92], [-6.33, 9.93, -12.68], [-6.00, 9.32, -13.91], [-8.02, 11.31, -12.12], [-8.51, 10.00, -13.12], [-7.57, 11.42, -13.70], [-6.55, 9.23, -11.87], [-5.56, 10.63, -12.37], [-5.85, 8.38, -13.77], [-4.19, 8.75, -11.59], [-4.01, 10.14, -10.88], [-2.67, 10.29, -10.38], [-3.99, 7.94, -10.88], [-3.54, 8.70, -12.46], [-5.18, 8.76, -12.05], [-4.66, 10.21, -10.01], [-4.24, 11.06, -11.43], [-2.65, 9.84, -9.53]], "charge": 0, "orbital_gap_ev": 8.657, "multiplicity": 1, "lumo_energy_ev": 0.4}


Most stable: (1)


(1)
{"formula": "C4H7BrOS", "method": "the ωB97M-V functional and the def2-TZVPD basis", "symbols": ["C", "C", "C", "C", "O", "S", "Br", "H", "H", "H", "H", "H", "H", "H"], "coordinates": [[0.16, -0.11, 0.32], [-1.10, -0.28, 0.52], [0.46, -1.46, -1.74], [1.14, -0.49, -0.74], [-0.66, 3.09, 2.31], [-1.44, 1.82, 3.04], [-2.59, -1.03, -0.01], [0.77, 0.51, 1.03], [0.02, -2.41, -1.21], [1.21, -1.74, -2.53], [-0.47, -1.00, -2.06], [1.48, 0.35, -1.43], [1.98, -1.11, -0.36], [-0.97, 3.85, 2.87]], "charge": 0, "orbital_gap_ev": [9.193, 6.228], "multiplicity": 1, "lumo_energy_ev": [0.0, -1.5]}


(2)
{"formula": "C4H7BrOS", "method": "the ωB97M-V functional and the def2-TZVPD basis", "symbols": ["C", "C", "C", "C", "O", "S", "Br", "H", "H", "H", "H", "H", "H", "H"], "coordinates": [[-0.97, -0.48, 0.25], [0.46, -1.00, -0.17], [-1.35, 0.85, -0.43], [1.52, -0.16, 0.47], [1.15, 1.64, -0.28], [-0.25, 2.11, 0.29], [3.26, -0.49, -0.10], [-1.61, -1.36, -0.26], [-1.04, -0.39, 1.40], [0.55, -2.03, 0.14], [0.60, -1.03, -1.36], [-1.38, 1.11, -1.49], [-2.36, 1.10, -0.05], [1.44, 0.14, 1.60]], "charge": 0, "orbital_gap_ev": [7.898, 7.897], "multiplicity": 1, "lumo_energy_ev": [0.1, 0.1]}


Most stable: (2)


(1)
{"formula": "CH2N2O2", "method": "the ωB97M-V functional and the def2-TZVPD basis", "symbols": ["C", "N", "N", "O", "O", "H", "H"], "coordinates": [[-1.91, -0.01, 0.00], [-1.24, -0.05, 1.14], [-1.00, 1.20, 0.18], [-2.77, -0.37, -0.69], [0.13, 1.59, -0.13], [-1.15, -0.53, 1.97], [0.86, 0.65, -1.48]], "charge": 0, "orbital_gap_ev": [9.210, 8.651], "multiplicity": 1, "lumo_energy_ev": [-0.4, -1.1]}


(2)
{"formula": "CH2N2O2", "method": "the ωB97M-V functional and the def2-TZVPD basis", "symbols": ["N", "C", "N", "O", "O", "H", "H"], "coordinates": [[0.02, 0.66, -0.77], [-0.55, -0.10, 0.00], [-1.68, -0.87, -0.14], [-2.64, -0.74, 0.57], [1.73, 0.13, -0.17], [2.14, 1.01, -0.17], [0.97, -0.09, 0.67]], "smiles": "N#CN=O.O", "charge": 0, "orbital_gap_ev": [8.718, 8.720], "multiplicity": 1, "lumo_energy_ev": [-1.1, -1.1]}


Most stable: (2)